{
  "formula": "C4H10NO",
  "method": "ωB97M-V with the def2-TZVPD basis set",
  "charge": 1,
  "homo_lumo_gap_ev": 9.46,
  "symbols": ["O", "H", "H", "H", "H", "H", "N", "H", "C", "H", "H", "C", "C", "H", "C", "H"],
  "positions_angstrom": [[-0.12001, 3.39477, -0.01130], [-1.80825, -0.95102, 1.36946], [-0.35617, 3.96398, 0.75123], [-0.16629, -2.82774, -1.57250], [2.32211, 0.71004, -1.08990], [-0.99654, 3.42519, -0.40804], [1.18832, -0.83271, -0.42794], [-0.25520, -0.40184, 2.00993], [1.62181, 0.36307, -0.34246], [-0.95257, 0.38312, 0.65949], [1.10678, 1.01305, 0.35819], [-0.58868, -2.32219, -0.71304], [-0.04899, -1.39688, 0.08028], [1.51775, -1.42069, -1.19151], [-0.81249, -0.61991, 1.09582], [-1.65156, -2.48024, -0.56772]]
}



{
  "formula": "C4H10NO",
  "method": "ωB97M-V with the def2-TZVPD basis set",
  "charge": 1,
  "homo_lumo_gap_ev": 10.29,
  "symbols": ["C", "H", "H", "H", "H", "H", "H", "C", "N", "H", "C", "H", "H", "H", "C", "O"],
  "positions_angstrom": [[1.38694, -1.31637, -0.18975], [2.21509, -1.80644, 0.48385], [1.81484, -1.09554, -1.22108], [1.73375, 1.84295, 1.05687], [-2.07628, 1.89961, 0.45357], [2.88352, 0.93775, 0.19172], [-1.09652, -0.27805, 1.48594], [-1.17790, -0.08526, 0.45591], [1.84750, 0.97358, 0.56995], [0.59215, -1.98955, -0.24494], [-1.87445, 1.06127, -0.30086], [-1.69877, -1.04784, -1.09336], [-2.88623, 0.63767, -0.68835], [-1.30335, 1.45458, -1.04321], [0.94541, 0.04688, 0.34701], [-1.30570, -1.23523, -0.26327]]
}



{
  "formula": "C4H10NO",
  "method": "ωB97M-V with the def2-TZVPD basis set",
  "charge": 1,
  "homo_lumo_gap_ev": 10.58,
  "symbols": ["H", "C", "H", "O", "N", "C", "C", "H", "H", "H", "H", "H", "H", "H", "H", "C"],
  "positions_angstrom": [[2.03053, -0.16249, -1.32597], [-0.50025, -1.34595, -0.29617], [2.63602, 1.38054, -0.63978], [2.51211, -0.31402, 0.66345], [-0.77271, 0.05999, -0.01555], [2.16162, 0.37233, -0.49017], [0.15201, 1.01157, -0.11302], [3.26237, -0.04782, 1.13618], [0.28768, -1.50895, -0.97382], [-2.96477, 0.56272, -0.31251], [-2.14599, 1.44035, 0.94130], [-0.15780, 2.08070, 0.02448], [-0.31364, -1.81068, 0.68168], [-1.52467, -1.73638, -0.71439], [-2.52054, -0.39073, 1.01116], [-2.14197, 0.40881, 0.42314]]
}



{
  "formula": "C4H10NO",
  "method": "ωB97M-V with the def2-TZVPD basis set",
  "smiles": "C[C@H]1C[C@@]1([NH3+])O",
  "charge": 1,
  "homo_lumo_gap_ev": 11.26,
  "symbols": ["H", "N", "H", "H", "C", "H", "C", "H", "H", "H", "H", "O", "C", "H", "C", "H"],
  "positions_angstrom": [[-1.77650, -1.58567, 0.04925], [1.84568, 0.41373, -0.51374], [0.18247, -2.06277, 0.11517], [-2.21549, -0.51829, -1.49906], [0.62099, -0.10706, 0.18086], [-2.73443, -0.14820, 0.12960], [-0.04445, 0.72389, 1.18516], [-0.65235, 1.24080, -1.01892], [2.67787, -0.10539, -0.17255], [0.35200, 1.70645, 1.28539], [-0.35774, 0.18537, 2.15383], [0.84614, -1.51290, 0.41893], [-1.87670, -0.56101, -0.38023], [1.72950, 0.47191, -1.54736], [-0.72090, 0.43310, -0.18904], [2.12392, 1.42604, -0.19731]]
}



{
  "formula": "C4H10NO",
  "method": "ωB97M-V with the def2-TZVPD basis set",
  "charge": 1,
  "homo_lumo_gap_ev": 8.69,
  "symbols": ["O", "H", "H", "C", "H", "C", "H", "N", "C", "C", "H", "H", "H", "H", "H", "H"],
  "positions_angstrom": [[-1.56536, -1.97992, 0.19422], [-0.18691, 0.29845, 2.34969], [1.90477, 2.26499, 0.45430], [2.06482, 1.51003, -0.37803], [2.44267, 1.92075, -1.33156], [-0.92825, -0.10585, 1.65631], [2.71117, 0.68687, -0.01181], [0.73932, 0.98831, -0.68929], [0.22036, 0.86102, -1.82794], [-0.79616, -1.35748, 1.15830], [0.76955, 1.11694, -2.73096], [-1.00598, -2.54337, -0.36801], [-0.11597, -2.01991, 1.52679], [0.12780, 0.72974, 0.12969], [-1.85651, 0.45926, 1.50678], [-0.80765, 0.56108, -1.90539]]
}



{
  "formula": "C4H10NO2",
  "method": "ωB97M-V with the def2-TZVPD basis set",
  "smiles": "[O-]CCCNCO",
  "charge": -1,
  "homo_lumo_gap_ev": 6.43,
  "symbols": ["H", "C", "O", "C", "O", "H", "H", "C", "N", "H", "H", "H", "C", "H", "H", "H", "H"],
  "positions_angstrom": [[-0.67957, -0.73561, -0.16447], [-1.73291, 1.28135, -0.56024], [1.73470, -2.33044, -0.41500], [-0.25992, -0.32176, 0.70150], [-2.09568, 0.07773, -0.92042], [-0.50307, -1.06018, 1.43297], [0.85879, -1.09727, -1.56402], [1.66167, -0.94489, -0.76482], [1.25762, -0.24521, 0.48100], [2.66724, -0.68514, -1.04508], [-1.49815, 1.23081, 1.74020], [-2.58490, 1.88363, -0.25690], [-0.86591, 1.12345, 0.76376], [-1.05197, 1.72018, -1.32739], [1.54614, -2.43425, 0.55555], [1.68642, 0.66847, 0.48685], [-0.14051, 1.86914, 0.85651]]
}



{
  "formula": "C4H10NO2",
  "method": "ωB97M-V with the def2-TZVPD basis set",
  "charge": 1,
  "homo_lumo_gap_ev": 5.56,
  "symbols": ["H", "H", "C", "H", "O", "C", "H", "O", "H", "C", "N", "H", "H", "H", "C", "H", "H"],
  "positions_angstrom": [[3.56682, -0.89918, 0.37129], [-2.26135, 0.24671, -0.69073], [0.48360, 0.49451, -2.07738], [-0.14917, -0.16604, -2.67038], [-1.78613, -0.87172, 1.37086], [-1.23515, 0.49921, -0.42193], [1.30360, -0.02318, -1.58777], [0.20364, 0.18576, 1.45912], [1.98991, -0.51241, 0.36383], [-0.38636, 1.40012, -1.05609], [2.65884, -1.19526, 0.02994], [0.87215, 1.23667, -2.77270], [0.33426, 1.73117, -0.30165], [-1.53447, -1.22092, 2.24389], [-0.81935, -0.09098, 0.91586], [-0.87835, 2.23680, -1.55693], [2.48348, -2.07028, 0.51409]]
}



{
  "formula": "C4H10NO2",
  "method": "ωB97M-V with the def2-TZVPD basis set",
  "charge": 1,
  "homo_lumo_gap_ev": 11.18,
  "symbols": ["C", "O", "H", "C", "H", "O", "H", "H", "H", "C", "H", "H", "H", "N", "H", "C", "H"],
  "positions_angstrom": [[-2.26047, -2.04225, -0.10034], [-1.74896, 1.50805, 0.53435], [2.65726, -0.58808, 0.70650], [-0.44789, 1.00997, 0.43990], [0.67273, 2.76111, -0.40470], [2.11181, -1.34334, 0.35943], [-2.07297, 1.55696, -0.32261], [0.65614, -0.64196, 0.13394], [1.22545, 1.00110, -0.85701], [0.36770, 1.70389, -0.62797], [-0.15350, 1.75049, -1.61699], [0.00720, 1.27046, 1.40647], [2.48341, -2.02816, 0.96335], [-0.35861, -0.47532, 0.21296], [-2.40506, -2.72058, 0.83528], [-1.38941, -1.12427, 0.04161], [-3.07593, -2.19702, -0.93312]]
}



{
  "formula": "C4H10NO2P",
  "method": "ωB97M-V with the def2-TZVPD basis set",
  "smiles": "C[C@@H](O)/C=C/O[PH2]=N",
  "homo_lumo_gap_ev": 9.99,
  "symbols": ["N", "H", "H", "H", "H", "H", "O", "C", "C", "H", "H", "C", "H", "H", "H", "O", "P", "C"],
  "positions_angstrom": [[2.35313, 1.29497, -0.70076], [-2.13517, 1.83837, 0.46205], [0.02545, -2.26450, -0.31112], [-1.71458, 1.26397, -1.22660], [4.07179, -0.73797, -0.02247], [2.78125, 2.16097, -0.38269], [1.89098, -1.28251, -0.17363], [-1.70629, -0.30526, 0.42503], [0.53691, -1.31253, -0.13797], [0.20685, 0.61885, 0.48412], [-3.17971, 0.97475, -0.35711], [-0.20667, -0.33355, 0.31887], [-2.12793, -0.27423, 1.52986], [-1.65934, -1.63051, -0.96604], [2.55989, 0.16394, 1.50921], [-2.28975, -1.23935, -0.41933], [2.73892, 0.01798, 0.17837], [-2.14573, 1.04662, -0.20978]]
}



{
  "formula": "C4H10NO2S",
  "method": "ωB97M-V with the def2-TZVPD basis set",
  "charge": 1,
  "homo_lumo_gap_ev": 9.52,
  "symbols": ["C", "C", "H", "H", "C", "O", "H", "C", "S", "H", "H", "H", "H", "H", "O", "H", "N", "H"],
  "positions_angstrom": [[-1.64209, -0.82178, 0.73274], [-0.13514, -0.70033, 0.73117], [-0.09109, -2.61819, -0.31622], [0.72920, 3.14188, -2.24271], [0.34828, 1.13147, -0.77161], [0.19374, 1.17433, -2.07331], [1.36761, -0.34475, 1.99555], [0.59710, -1.80385, 0.01805], [0.87661, 2.66976, -0.13463], [1.16172, -1.35685, -0.88325], [1.38165, -2.20774, 0.58763], [-1.78384, -1.78459, 1.09219], [-2.28954, -0.14984, 1.29560], [-2.10883, -0.70537, -0.26884], [1.32692, 3.49868, -1.49138], [-0.01056, 0.56012, 2.41722], [0.39936, -0.11993, 1.72730], [-0.32109, 0.43698, -2.41550]]
}



{
  "formula": "C4H10NO3",
  "method": "ωB97M-V with the def2-TZVPD basis set",
  "charge": -1,
  "homo_lumo_gap_ev": 7.69,
  "symbols": ["O", "H", "H", "H", "H", "H", "O", "H", "O", "H", "N", "H", "C", "C", "C", "C", "H", "H"],
  "positions_angstrom": [[-0.21579, 2.08743, -2.12525], [-2.81416, 1.19410, 1.05840], [-1.40620, -0.63765, 1.73354], [-2.60889, 0.69369, -0.68739], [0.99627, -2.90348, 0.30789], [-0.66298, -1.74986, -0.20975], [2.82373, -2.34785, 0.89301], [-0.51948, 0.81913, 1.45495], [-1.43210, 2.21484, -0.00337], [-0.96876, 2.42538, -2.61736], [1.13736, -0.90392, 0.21057], [-0.74446, 2.14959, -1.13765], [-1.04189, 0.02328, 0.93411], [-2.10150, 1.04700, 0.21698], [-0.28490, -0.71600, -0.13705], [1.70875, -2.07169, 0.49477], [1.69257, -0.07439, 0.20449], [-0.42951, -0.35060, -1.15013]]
}



{
  "formula": "C4H10NO3",
  "method": "ωB97M-V with the def2-TZVPD basis set",
  "charge": -1,
  "homo_lumo_gap_ev": 6.50,
  "symbols": ["H", "C", "H", "H", "O", "C", "O", "H", "C", "N", "H", "H", "H", "C", "O", "H", "H", "H"],
  "positions_angstrom": [[-3.82718, 0.26766, -5.94097], [0.68402, -0.95364, -0.35461], [0.88020, -0.22342, -1.14735], [-0.59216, 0.85597, 3.11566], [1.46562, 2.43772, 1.70395], [1.84005, 1.30825, 1.32745], [2.84799, 1.00736, 0.65272], [0.85719, 1.23683, 3.57639], [-0.02504, -0.38140, 0.87641], [0.33515, 0.44912, 3.20499], [1.59661, -1.50401, -0.18119], [-3.29102, -1.10430, -5.72020], [-0.77723, -1.04741, 1.31452], [0.95542, 0.11716, 1.93767], [-3.78681, -0.60434, -6.36202], [1.59220, -0.76310, 2.17014], [-0.10626, -1.59676, -0.78290], [-0.64875, 0.49829, 0.60936]]
}



{
  "formula": "C4H10NO3",
  "method": "ωB97M-V with the def2-TZVPD basis set",
  "charge": -1,
  "homo_lumo_gap_ev": 7.37,
  "symbols": ["H", "H", "H", "H", "H", "O", "C", "C", "H", "C", "H", "O", "H", "H", "H", "C", "O", "N"],
  "positions_angstrom": [[-1.25905, -1.84839, -1.47056], [-2.40192, -0.12628, 0.45072], [1.26054, -2.14373, 0.67699], [-1.76043, 1.89290, 0.40140], [2.45714, 1.53597, 0.00758], [-1.86269, -0.21886, -2.33801], [-1.44691, -0.77113, -1.34637], [-1.35301, -0.11072, 0.02142], [1.27419, -0.80314, -0.53476], [-1.08866, 1.39406, -0.25229], [-1.16343, 1.64970, -1.29410], [1.60540, -0.35611, 1.49887], [-0.62573, -1.00186, 1.68415], [-0.08415, 1.68318, 0.17928], [2.69242, 0.33215, 0.91814], [1.02905, -1.02356, 0.45567], [3.20218, 1.04195, 0.24310], [-0.47494, -1.12614, 0.69877]]
}



{
  "formula": "C4H10NO3",
  "method": "ωB97M-V with the def2-TZVPD basis set",
  "charge": -1,
  "homo_lumo_gap_ev": 8.56,
  "symbols": ["H", "H", "C", "O", "O", "C", "H", "H", "H", "C", "N", "H", "H", "C", "H", "H", "O", "H"],
  "positions_angstrom": [[0.66888, -2.74920, 0.53721], [-0.25819, 0.63998, -1.77187], [0.04365, 1.79135, 0.03095], [1.10191, -3.63464, 0.33619], [-0.00984, -1.55366, -1.41322], [-0.66949, 0.59832, -0.76422], [-1.77036, 0.52265, -0.44071], [0.84540, 3.82888, 0.05556], [-0.91499, 3.73630, 0.24218], [-0.18277, -0.82350, -0.42174], [-0.27896, 1.77762, 1.52448], [1.06639, 1.40543, -0.09733], [-1.27410, 1.76832, 1.79195], [-0.00949, 3.30790, -0.27644], [0.53850, -3.88344, -0.35181], [-0.05031, 0.82671, 1.83499], [-0.06731, -1.21180, 0.75767], [-0.18796, 3.41747, -1.32795]]
}



Energy relative to the best compared isomer or geometry (same formula, charge and spin) readings, ordered: 170.79 296.57 358.76 192.86 212.13 420.38 365.37 338.88 411.00 316.98 224.14 117.44 353.81 134.93 kJ/mol
Max |F| readings, ordered: 0.03356 0.10297 0.13123 0.09384 0.05848 0.06962 0.02351 0.07472 0.07011 0.09160 0.04922 0.03936 0.12345 0.06261 hartree/bohr